Record 1
Entry from the Open Molecules 2025 dataset: 5 unconnected molecules or ions with the total composition C13H36ClN2O8 in a non-equilibrium geometry (ωB97M-V/def2-TZVPD).

## Properties
- Kohn-Sham gap (eV) = 4.74
- ΔE to the lowest compared entry with this formula, charge and spin (kcal per mole) = 0.0
- net charge = +1
- highest occupied orbital energy (eV) = -9.82
- E_LUMO (eV) = -5.1

CARTESIAN COORDINATES (ANGSTROEM)
1 H 14.327 8.964 -18.300
2 O 15.978 11.768 -14.842
3 H 20.463 9.652 -17.486
4 C 19.773 8.549 -12.774
5 O 13.202 8.684 -13.532
6 H 22.772 7.384 -14.115
7 H 18.607 11.288 -18.527
8 C 15.344 9.390 -20.126
9 H 14.072 9.888 -21.720
10 H 16.114 10.798 -14.634
11 C 21.970 7.391 -13.381
12 H 19.056 9.342 -13.010
13 O 20.314 7.963 -15.518
14 H 17.527 9.452 -19.880
15 H 23.720 8.782 -15.534
16 H 17.785 10.625 -17.130
17 H 22.550 7.970 -16.533
18 H 16.510 9.117 -18.412
19 H 23.310 11.422 -13.053
20 H 13.451 8.987 -19.652
21 H 21.308 6.555 -13.590
22 O 16.614 11.070 -18.893
23 H 15.364 8.333 -20.414
24 C 21.956 9.827 -12.715
25 H 15.149 12.119 -14.462
26 Cl 16.095 8.163 -15.130
27 C 20.948 10.358 -16.810
28 H 19.409 8.220 -15.726
29 C 16.620 9.700 -19.329
30 H 20.261 11.120 -16.434
31 H 15.946 11.893 -15.823
32 C 22.341 11.020 -14.912
33 H 19.883 8.567 -11.688
34 O 15.056 7.167 -15.020
35 H 14.720 11.262 -20.938
36 C 17.650 11.299 -17.989
37 C 22.947 8.956 -16.282
38 H 13.562 8.267 -12.714
39 O 15.783 9.119 -16.180
40 H 22.439 7.326 -12.400
41 H 22.560 9.304 -11.967
42 C 21.148 8.729 -13.442
43 H 17.525 12.311 -17.594
44 C 15.010 10.284 -21.320
45 H 23.347 9.370 -17.206
46 H 21.328 10.413 -12.040
47 N 20.893 9.058 -14.841
48 H 23.898 9.952 -13.668
49 H 19.291 7.645 -13.146
50 H 15.760 10.296 -22.105
51 H 13.793 9.423 -13.781
52 H 23.054 11.496 -15.585
53 H 13.211 8.006 -14.264
54 C 22.982 10.539 -13.613
55 C 21.823 9.794 -15.698
56 O 17.322 7.553 -15.506
57 H 21.508 10.948 -17.550
58 N 14.210 9.465 -19.172
59 O 16.198 8.947 -13.911
60 H 21.541 11.687 -14.592

Record 2
Entry from the Open Molecules 2025 dataset: a molecular structure, C42H50AsN7S6Yb in a non-equilibrium geometry (ωB97M-V/def2-TZVPD).

## Properties
- Kohn-Sham gap (spin up / spin down) (eV) = 7.90 / 3.42
- ΔE to the lowest compared entry with this formula, charge and spin (kcal per mole) = 111.3
- multiplicity = 2
- <S²> = 0.765
- net charge = +3
- highest occupied orbital energy (spin up / spin down) (eV) = -13.97 / -13.97
- E_LUMO (spin up / spin down) (eV) = -6.1 / -10.5

CARTESIAN COORDINATES (ANGSTROEM)
1 S 1.777 2.450 3.272
2 N -0.781 -3.247 2.990
3 C 2.056 6.859 -2.814
4 H 3.434 -1.773 -1.931
5 H -0.065 -2.648 8.677
6 H 2.012 -2.919 -3.585
7 S -1.692 -0.408 0.288
8 H -1.060 1.475 1.350
9 C -2.742 -3.641 5.927
10 C 0.273 2.285 -7.244
11 C -0.012 2.363 -5.874
12 C -3.369 -0.920 0.360
13 H 3.313 -5.967 -0.560
14 S 0.738 -3.555 -1.697
15 H -3.928 4.754 -0.889
16 H 6.196 -3.483 2.285
17 H 4.309 -5.098 2.868
18 C 2.464 6.874 -1.456
19 C 2.085 3.451 -5.442
20 H 2.806 5.638 0.350
21 H -0.640 2.903 2.344
22 H -1.815 3.449 -1.095
23 H -4.275 -0.341 3.493
24 H -2.568 -0.505 -2.175
25 H -3.657 0.903 2.316
26 H -2.403 -3.346 9.291
27 C -2.084 4.339 -4.351
28 H 1.899 3.591 -0.757
29 C -0.846 -2.926 7.926
30 H -4.096 -3.751 7.688
31 H 1.072 5.740 -4.331
32 H 4.013 -1.001 0.943
33 H -4.978 5.489 -3.178
34 H -1.543 4.213 -5.275
35 C -5.507 -0.802 -0.908
36 C 2.788 1.046 3.542
37 H 0.480 -2.726 6.179
38 C 3.407 -1.828 4.245
39 N -4.064 -1.045 1.519
40 C 2.411 3.416 -6.763
41 C 0.866 2.890 -4.941
42 C 1.336 4.597 -2.591
43 C -3.346 4.869 -4.294
44 H -4.723 -2.962 1.023
45 C -0.488 -2.999 6.561
46 C 4.254 -4.028 2.738
47 N 0.933 0.020 2.509
48 H -5.734 -2.103 2.283
49 S 1.948 -4.844 1.056
50 H -2.592 -0.431 2.941
51 C 1.529 2.798 -7.654
52 H -2.647 -2.252 -2.003
53 C 2.370 5.724 -0.672
54 N -4.080 -1.155 -0.821
55 C -3.248 -1.334 -2.043
56 C 2.455 -1.325 -2.106
57 H 1.191 -5.941 -1.620
58 H -5.632 0.250 -1.289
59 C 0.595 1.346 2.507
60 H 3.619 -4.255 -0.703
61 H -4.020 -1.431 -2.802
62 C 1.858 -5.003 -1.721
63 H -0.933 1.876 -5.532
64 C 1.458 5.735 -3.341
65 C -2.166 3.963 -1.993
66 H 2.214 7.761 -3.431
67 C 2.767 -1.427 3.102
68 Yb 0.301 -2.219 1.225
69 S 4.467 -3.163 4.428
70 H -3.535 -3.835 5.164
71 H -3.756 5.187 -5.258
72 C 1.856 4.570 -1.262
73 H 0.666 -1.793 -3.262
74 H 2.781 3.858 -4.717
75 C -4.709 -2.314 1.904
76 H -4.128 -2.755 2.714
77 C -3.978 5.037 -3.096
78 C 2.200 -0.126 3.070
79 H -6.045 -0.886 0.037
80 S 2.016 -0.809 -0.423
81 N 5.286 -3.582 1.846
82 H -6.023 -1.504 -1.632
83 C -3.383 4.620 -1.882
84 H -0.405 1.790 -7.908
85 H 3.598 -2.519 0.053
86 N 2.620 -2.237 1.900
87 C 2.829 -3.721 2.222
88 H 5.398 -4.273 1.083
89 C -1.080 -3.345 4.116
90 N -0.594 1.900 2.186
91 C 2.806 -5.024 -0.556
92 C -1.396 -3.368 5.545
93 C -3.109 -3.557 7.258
94 C 1.538 -2.345 -2.790
95 C -1.430 3.831 -3.188
96 H 2.355 -5.112 -2.713
97 C 3.210 -1.678 0.662
98 As 0.334 3.002 -3.054
99 C -3.613 -0.141 2.645
100 H 2.951 7.772 -1.045
101 H 3.717 1.170 4.062
102 C -2.138 -3.259 8.211
103 H 3.288 3.932 -7.103
104 H 2.238 -3.844 3.168
105 H 3.295 -1.206 5.141
106 H 2.564 -0.423 -2.752
107 H 1.812 2.721 -8.693

Record 3
Entry from the Open Molecules 2025 dataset: a molecular structure, C8H5ClN4O5STi (ωB97M-V/def2-TZVPD).

## Properties
- Kohn-Sham gap (eV) = 8.13
- ΔE to the lowest compared entry with this formula, charge and spin (kcal per mole) = 0.3
- net charge = +2
- highest occupied orbital energy (eV) = -18.01
- E_LUMO (eV) = -9.9

CARTESIAN COORDINATES (ANGSTROEM)
1 C 2.453 -3.821 2.208
2 H 1.356 -5.144 0.930
3 H 2.917 -0.641 1.586
4 C -3.039 -0.835 -1.874
5 Cl -1.563 -0.187 2.538
6 O -1.003 0.512 3.596
7 C -3.480 0.504 -2.121
8 H 0.866 -3.428 -0.757
9 C 1.398 -3.145 0.144
10 O -0.610 -1.384 2.139
11 C 1.703 -4.133 1.100
12 N 2.566 -1.587 1.452
13 H 2.722 -4.554 2.956
14 C -3.694 -1.963 -2.454
15 C 1.820 -1.839 0.328
16 C 2.899 -2.511 2.352
17 Ti -0.547 -0.989 0.234
18 N -2.029 -0.980 -1.098
19 N -3.813 1.582 -2.327
20 H 3.517 -2.167 3.171
21 O -1.441 0.562 1.230
22 O -2.850 -0.716 2.671
23 N -4.202 -2.887 -2.907
24 O -1.520 -2.200 -0.782
25 S 1.403 -0.534 -0.772

Record 4
Entry from the Open Molecules 2025 dataset: a molecular structure, C9H10O4 in a non-equilibrium geometry (ωB97M-V/def2-TZVPD).

## Properties
- Kohn-Sham gap (eV) = 8.77
- ΔE to the lowest compared entry with this formula, charge and spin (kcal per mole) = 154.8
- highest occupied orbital energy (eV) = -8.43
- E_LUMO (eV) = 0.3

CARTESIAN COORDINATES (ANGSTROEM)
1 C 1.218 0.532 -0.057
2 H -0.609 2.831 1.162
3 O 0.979 -2.231 0.413
4 C -0.035 -0.171 -0.173
5 C -0.104 -1.539 0.079
6 C -2.475 -0.218 -0.060
7 H -3.352 -1.993 0.547
8 H -3.453 0.237 -0.482
9 H -2.336 3.633 -0.070
10 O -1.386 1.836 -0.628
11 C -1.243 0.537 -0.226
12 H 1.908 -1.933 -0.126
13 H 4.119 -0.803 0.082
14 O 1.352 1.753 0.168
15 H 3.430 0.556 1.187
16 H -1.239 -3.576 -0.092
17 O 2.291 -0.205 -0.261
18 C -1.311 -2.379 -0.160
19 C 3.677 0.332 -0.039
20 H 4.280 0.960 -0.934
21 H -2.436 2.047 1.216
22 C -2.488 -1.588 0.061
23 C -1.607 2.631 0.569

Record 5
Entry from the Open Molecules 2025 dataset: 2 unconnected molecules or ions with the total composition C4H6N2O in a non-equilibrium geometry (ωB97M-V/def2-TZVPD).

## Properties
- Kohn-Sham gap (eV) = 10.45
- ΔE to the lowest compared entry with this formula, charge and spin (kcal per mole) = 59.0
- highest occupied orbital energy (eV) = -9.48
- E_LUMO (eV) = 1.0

CARTESIAN COORDINATES (ANGSTROEM)
1 O -2.808 -0.738 -0.069
2 H 3.110 0.358 -0.002
3 H -2.520 1.298 -0.628
4 H 1.157 2.019 -0.213
5 C 2.121 0.039 0.021
6 H -2.461 1.009 1.125
7 C 1.454 -1.188 0.082
8 H 1.797 -2.227 0.200
9 C -2.581 0.426 0.110
10 C 1.128 0.981 -0.146
11 H -0.516 -1.556 -0.299
12 N -0.046 0.447 -0.109
13 N 0.164 -0.870 -0.073

Record 6
Entry from the Open Molecules 2025 dataset: a single C5H4 molecule in a non-equilibrium geometry (ωB97M-V/def2-TZVPD).

## Properties
- Kohn-Sham gap (eV) = 8.97
- ΔE to the lowest compared entry with this formula, charge and spin (kcal per mole) = 57.7
- highest occupied orbital energy (eV) = -9.45
- E_LUMO (eV) = -0.5

CARTESIAN COORDINATES (ANGSTROEM)
1 H 0.990 -1.930 -1.095
2 H 2.112 -0.557 -0.952
3 C -0.795 0.329 0.116
4 H 1.786 -1.591 0.460
5 C -2.800 1.910 0.745
6 C 1.343 -1.138 -0.433
7 C -1.640 1.321 0.648
8 C 0.208 -0.304 -0.091
9 H -0.889 1.822 1.282